Record 1
The following is a quantum chemistry calculation of CH8BCsO as an isolated structure in a non-equilibrium geometry, from the OMol25 dataset.

```
12
Properties=species:S:1:pos:R:3:mulliken_charge:R:1
Cs -1.35582 0.47902 0.56751 0.93
B -1.85148 -2.04562 -1.49996 0.33
H -1.16359 -1.21433 -1.50248 -0.47
H -1.29675 -2.93773 -1.74623 -0.23
H -2.18854 -2.12218 -0.47782 -0.31
H -2.71875 -1.87797 -2.11962 -0.21
C 1.94407 1.49292 0.83290 -0.61
O 1.03312 1.41740 1.92656 -0.54
H 1.74497 0.63757 0.18729 0.25
H 1.70628 2.40917 0.29249 0.31
H 2.98109 1.50371 1.16843 0.25
H 1.16536 2.25802 2.37094 0.31
```

Energy above the lowest of the compared OMol25 structures with the same formula, charge and spin   1.5470 eV
LUMO level   -0.70 eV

***

Record 2
The following is a quantum chemistry calculation of C31H28BN6PdS as an isolated structure in a non-equilibrium geometry, from the OMol25 dataset.

```
68
Properties=species:S:1:pos:R:3:lowdin_spin:R:1
Pd 0.00382 -0.43301 0.69942 0.01
C -1.96663 -0.52776 -4.42118 0.00
C -2.13812 -0.68297 -2.95116 0.02
C -3.13548 -1.32580 -2.26964 0.03
C -2.82340 -1.19513 -0.89362 0.07
N -1.67151 -0.49770 -0.78670 0.04
N -1.25941 -0.19165 -2.01621 0.13
B 0.00169 0.69864 -2.21919 0.00
N 0.00569 1.79181 -1.15154 0.00
N 0.00256 1.52132 0.16939 0.00
C 0.00604 2.65305 0.86598 0.00
C 0.00962 3.70427 -0.05989 0.00
C 0.00885 3.13498 -1.31662 0.00
C 0.00977 3.80188 -2.64894 0.00
C 0.01012 2.66459 2.32328 0.00
C 0.00608 1.48044 3.06754 0.00
C 0.01417 1.49099 4.44675 0.00
C 0.02638 2.70152 5.12583 0.00
C 0.02895 3.88638 4.40634 0.00
C 0.02060 3.86801 3.02268 0.00
N 1.24314 -0.21831 -2.00689 0.12
N 1.68086 -0.48186 -0.77619 0.04
C 2.81657 -1.20731 -0.88258 0.07
C 3.09168 -1.39890 -2.25844 0.03
C 2.08734 -0.76751 -2.94149 0.02
C 1.87525 -0.68302 -4.41183 0.00
C 3.63839 -1.56134 0.25276 0.04
C 4.87883 -2.18687 0.03608 0.04
C 5.73458 -2.43286 1.08906 0.00
C 5.37046 -2.07078 2.38184 0.07
C 4.12994 -1.48080 2.62165 0.00
C 3.27796 -1.22494 1.57120 0.04
C -3.62939 -1.57822 0.24416 0.04
C -4.86989 -2.20406 0.02893 0.04
C -5.71415 -2.47274 1.08568 0.00
C -5.33812 -2.13422 2.38136 0.08
C -4.09658 -1.54593 2.61949 0.01
C -3.25631 -1.26755 1.56513 0.04
H -2.90538 -0.75552 -4.91936 0.00
H -1.20737 -1.21542 -4.79510 0.00
H -1.66613 0.48451 -4.68778 0.00
H -3.98967 -1.81258 -2.70694 0.00
H 0.01214 1.15901 -3.31057 0.00
H 0.01169 4.75918 0.15488 0.00
H 0.01422 4.88000 -2.50976 0.00
H -0.87464 3.53152 -3.22593 0.00
H 0.89004 3.52438 -3.22874 0.00
H -0.00562 0.51352 2.54777 0.00
H 0.01063 0.56434 5.00663 0.00
H 0.03346 2.71577 6.20691 0.00
H 0.03774 4.82964 4.93594 0.00
H 0.02259 4.80055 2.47343 0.00
H 3.92447 -1.92126 -2.69611 0.00
H 2.80488 -0.91473 -4.92519 0.00
H 1.54351 0.30798 -4.71746 0.00
H 1.12340 -1.40653 -4.72994 0.00
H 5.16827 -2.47275 -0.96563 0.00
H 6.69235 -2.90078 0.90805 0.00
H 6.05186 -2.24304 3.20437 0.00
H 3.84713 -1.21354 3.63096 0.00
H 2.33129 -0.73857 1.76157 0.00
H -5.16789 -2.47467 -0.97450 0.00
H -6.67231 -2.94021 0.90556 0.00
H -6.01083 -2.32291 3.20740 0.00
H -3.80367 -1.29685 3.63057 0.00
H -2.30987 -0.78068 1.75527 0.00
S 0.00308 -3.89086 0.99784 0.00
C 0.01028 -2.39616 1.07340 0.00
```

Energy above the lowest of the compared OMol25 structures with the same formula, charge and spin   0.2763 eV
Multiplicity   2
<S²>   0.77
LUMO level (alpha / beta)   -7.74 / -9.93 eV
Total charge   +2

***

Record 3
The following is a quantum chemistry calculation of a 2-piece molecular cluster, C6H14NO2 overall in a non-equilibrium geometry, from the OMol25 dataset.

```
23
Properties=species:S:1:pos:R:3:mulliken_charge:R:1
C 0.30424 0.85612 -0.12287 0.98
C -0.71032 0.34374 0.64003 0.42
C -2.05477 0.23629 0.07158 0.46
C 1.72566 1.04655 0.33454 -1.34
C 0.23392 1.43995 -1.43523 -1.64
C -0.52809 -0.08816 2.09022 -1.36
N -0.07186 -1.97547 -1.15062 -0.45
O -3.02082 0.88562 0.64980 -0.44
O -2.23424 -0.62553 -0.83047 -0.68
H 2.61293 1.00706 -0.41913 0.38
H 1.94648 0.24330 1.04112 0.34
H 1.68377 2.02642 0.95756 0.30
H 1.18577 1.37614 -1.97690 0.41
H 0.04347 2.51223 -1.49095 0.35
H -0.60113 1.10000 -2.04587 0.45
H -1.35118 -0.87416 2.41396 0.31
H -0.61836 0.56421 2.99064 0.33
H 0.33535 -0.66111 2.15789 0.39
H 0.39781 -1.20179 -1.70625 0.33
H -0.02525 -2.88883 -1.65752 0.37
H 0.33972 -2.18987 -0.26312 0.31
H -3.99340 0.63095 0.37728 0.45
H -1.07965 -1.42832 -0.96758 0.34
```

Energy above the lowest of the compared OMol25 structures with the same formula, charge and spin   0.3070 eV
LUMO level   -3.17 eV
Total charge   +1

***

Record 4
The following is a quantum chemistry calculation of C41H42N8O6PS2Sc as an isolated structure, from the OMol25 dataset.

```
101
Properties=species:S:1:pos:R:3:mulliken_charge:R:1
Sc -0.35139 -0.27576 0.59880 -1.02
N 2.25999 2.66974 2.58664 0.09
C 1.88519 1.64513 1.80321 -1.90
N 0.78323 1.65025 1.08594 0.78
C -0.07532 2.71458 1.18263 0.11
N -1.22569 2.75832 0.56780 -1.32
N -1.56174 1.51484 0.07587 2.17
C -2.75684 1.34265 -0.32881 -0.80
C -3.19793 -0.04154 -0.58236 0.61
C -4.53278 -0.33246 -0.80038 -0.97
C -4.90500 -1.66306 -0.91032 -0.64
C -3.93821 -2.64669 -0.79250 -1.21
C -2.62359 -2.26901 -0.56183 -0.41
N -2.25861 -0.99328 -0.47451 1.12
C 0.25417 3.84316 2.05979 0.62
C -0.59106 4.94029 2.24504 -0.43
C -0.25137 5.93269 3.13789 -0.86
C 0.93318 5.83605 3.87377 -0.41
C 1.77556 4.75863 3.71340 -0.87
C 1.43189 3.76455 2.79738 -0.12
H 3.06065 2.52847 3.18370 0.35
H 2.62696 0.88387 1.61925 1.43
H -3.46585 2.16885 -0.37453 0.35
H -5.25514 0.46760 -0.87430 0.57
H -5.94127 -1.92611 -1.07200 0.44
H -4.18921 -3.69515 -0.84678 0.51
H -1.83427 -2.99710 -0.42094 0.66
H -1.51269 4.97711 1.68379 0.54
H -0.90771 6.77882 3.28200 0.43
H 1.19029 6.60961 4.58481 0.41
H 2.68930 4.67529 4.28632 0.43
O -2.48390 -1.52542 2.40004 -0.74
C -1.43258 -1.11038 2.87351 0.38
O -0.89498 0.01279 2.44303 -0.40
C -0.66553 -1.86105 3.91165 0.74
C -1.39751 -2.83969 4.58664 -0.77
C -0.82825 -3.63971 5.55624 -0.67
C 0.51929 -3.46111 5.84828 -0.57
C 1.25833 -2.50908 5.17825 -0.83
C 0.70764 -1.67812 4.18567 0.52
S 1.84220 -0.58636 3.38848 -0.32
H -2.43890 -2.95255 4.31878 0.44
H -1.41586 -4.38708 6.07237 0.40
H 0.99806 -4.07338 6.60356 0.37
H 2.30922 -2.38357 5.40605 0.44
N -1.31526 3.88212 -2.90736 -0.06
C -2.71540 4.00335 -2.91508 0.36
C -3.31000 5.19777 -2.54768 -0.65
C -4.69317 5.32531 -2.55044 -0.61
C -5.48593 4.25094 -2.91297 -0.70
C -4.88743 3.04781 -3.26914 -0.63
C -3.50880 2.91820 -3.27771 0.59
S -2.77787 1.38266 -3.75429 -0.10
N -1.14554 1.55362 -3.34831 -0.44
C -0.65320 2.67791 -3.02074 0.55
C 0.81661 2.74455 -2.74973 -0.16
C 1.61924 3.67832 -3.39536 -0.58
C 2.98236 3.64848 -3.14505 -0.66
C 3.47846 2.69784 -2.26654 -1.18
C 2.58303 1.82839 -1.65773 -0.42
N 1.27654 1.86025 -1.87888 0.46
H -0.80683 4.62534 -2.45668 0.29
H -2.68668 6.03492 -2.25860 0.41
H -5.14323 6.26612 -2.26644 0.39
H -6.56235 4.34084 -2.92128 0.41
H -5.50086 2.20172 -3.55034 0.43
H 1.19345 4.37826 -4.10161 0.54
H 3.64502 4.34613 -3.63957 0.43
H 4.53549 2.62759 -2.05202 0.46
H 2.92163 1.06577 -0.96469 0.66
C 4.28310 -3.16408 1.74519 -1.62
C 3.20835 -3.77194 0.86574 1.94
C 3.78929 -4.71950 -0.17008 -1.63
C 2.15175 -4.46399 1.71180 -1.51
O 2.65948 -2.63521 0.10355 -0.12
P 1.16260 -2.33904 -0.24141 0.73
O 0.18146 -2.39223 0.90696 -0.49
O 1.08511 -0.92602 -0.81155 0.31
O 0.73226 -3.43352 -1.30435 -0.18
C 0.89077 -3.33910 -2.75817 1.91
C 2.29033 -2.85934 -3.11192 -1.35
C 0.67161 -4.76563 -3.23096 -1.84
C -0.17029 -2.40257 -3.31450 -1.29
H 4.71482 -3.93988 2.37837 0.43
H 3.85082 -2.38839 2.37808 0.17
H 5.07917 -2.73206 1.13678 0.36
H 4.38361 -5.48845 0.32506 0.49
H 4.43392 -4.17624 -0.86038 0.31
H 2.99754 -5.20777 -0.73826 0.17
H 2.61001 -5.34504 2.16565 0.57
H 1.30413 -4.79897 1.11466 0.24
H 1.78168 -3.81089 2.50039 0.19
H 3.04448 -3.53984 -2.71918 0.24
H 2.47849 -1.86111 -2.71917 0.08
H 2.38483 -2.82091 -4.19783 0.55
H 1.40668 -5.43153 -2.78110 0.35
H 0.76999 -4.81820 -4.31586 0.40
H -0.32391 -5.11179 -2.95559 0.36
H -0.05785 -1.39342 -2.92157 0.05
H -1.16748 -2.77276 -3.07296 0.21
H -0.07796 -2.36035 -4.40046 0.55
```

Energy above the lowest of the compared OMol25 structures with the same formula, charge and spin   1.4531 eV
LUMO level   -0.72 eV

***

What is the energy above the lowest of the compared OMol25 structures with the same formula, charge and spin in the second record?
0.2763 eV

***

Among the records above, which one has the lowest energy above the lowest of the compared OMol25 structures with the same formula, charge and spin?
C31H28BN6PdS

***

Repeat the first record exactly.
The following is a quantum chemistry calculation of CH8BCsO as an isolated structure in a non-equilibrium geometry, from the OMol25 dataset.

```
12
Properties=species:S:1:pos:R:3:mulliken_charge:R:1
Cs -1.35582 0.47902 0.56751 0.93
B -1.85148 -2.04562 -1.49996 0.33
H -1.16359 -1.21433 -1.50248 -0.47
H -1.29675 -2.93773 -1.74623 -0.23
H -2.18854 -2.12218 -0.47782 -0.31
H -2.71875 -1.87797 -2.11962 -0.21
C 1.94407 1.49292 0.83290 -0.61
O 1.03312 1.41740 1.92656 -0.54
H 1.74497 0.63757 0.18729 0.25
H 1.70628 2.40917 0.29249 0.31
H 2.98109 1.50371 1.16843 0.25
H 1.16536 2.25802 2.37094 0.31
```

Energy above the lowest of the compared OMol25 structures with the same formula, charge and spin   1.5470 eV
LUMO level   -0.70 eV

***

energy above the lowest of the compared OMol25 structures with the same formula, charge and spin of number 2 (C31H28BN6PdS)?
0.2763 eV